No. 1
Molecular formula: HNO3P2
Method: DFT, the ωB97M-V functional and the def2-TZVPD basis

## Properties
* LUMO energy (alpha / beta): -1.8587 / -0.9524 eV
* total charge: 0
* multiplicity: 1
* energy relative to the best compared isomer or geometry (same formula, charge and spin): 0.000 eV

Each line ends with the Mulliken charge.
CARTESIAN COORDINATES (ANGSTROEM)
N (0.042, -1.602, -0.227)  0.3046
O (0.137, -2.479, 0.488)  -0.1543
O (-1.380, -0.313, 0.688)  -0.5038
O (-1.184, 2.156, 0.748)  -0.5178
P (-0.610, 0.916, 0.285)  0.8451
P (1.439, 0.505, -0.288)  -0.0681
H (1.556, 0.818, -1.693)  0.0941

No. 2
Molecular formula: C3H2N2
Method: DFT, the ωB97M-V functional and the def2-TZVPD basis

## Properties
* LUMO energy: -0.4612 eV
* structure (SMILES): N#CCC#N
* total charge: 0
* multiplicity: 1
* energy relative to the best compared isomer or geometry (same formula, charge and spin): 1.800 eV

Each line ends with the Mulliken charge.
CARTESIAN COORDINATES (ANGSTROEM)
N (1.914, -1.380, -0.446)  -0.3318
C (0.812, -1.017, -0.500)  0.1431
C (-0.349, -0.180, -0.173)  -0.2302
C (-0.211, 1.324, 0.343)  0.2730
N (-0.472, 2.074, 1.285)  -0.3835
H (-0.650, -0.169, -1.160)  0.2421
H (-1.044, -0.652, 0.651)  0.2873

No. 3
Molecular formula: C5H11NS
Method: DFT, the ωB97M-V functional and the def2-TZVPD basis

## Properties
* LUMO energy: 0.7492 eV
* structure (SMILES): CN[C@H](C)[C@@H]1CS1
* total charge: 0
* multiplicity: 1
* energy relative to the best compared isomer or geometry (same formula, charge and spin): 3.544 eV

Each line ends with the Mulliken charge.
CARTESIAN COORDINATES (ANGSTROEM)
C (-1.986, -1.086, 0.390)  -0.9446
N (-1.590, -0.047, -0.486)  -0.5365
C (-0.657, 0.807, 0.313)  0.6760
C (-0.331, 1.973, -0.509)  -1.9886
C (0.460, 0.067, 0.895)  -0.2113
C (2.047, 0.306, 0.464)  -0.6255
S (1.107, -1.059, -0.565)  -0.2035
H (-1.262, -1.825, 0.791)  0.2893
H (-2.300, -0.550, 1.282)  0.3445
H (-2.658, -1.698, -0.117)  0.4130
H (-1.039, -0.635, -1.267)  0.2823
H (-0.986, 1.347, 1.205)  0.2345
H (0.181, 1.947, -1.498)  0.2597
H (0.254, 2.673, 0.296)  0.3648
H (-1.159, 2.489, -0.694)  0.5437
H (0.359, -0.355, 1.883)  0.5406
H (1.975, 1.380, 0.026)  0.2385
H (2.853, 0.097, 1.219)  0.3231

No. 4
Molecular formula: C9H17I2N
Method: DFT, the ωB97M-V functional and the def2-TZVPD basis

## Properties
* LUMO energy: 0.0456 eV
* total charge: 0
* multiplicity: 1
* energy relative to the best compared isomer or geometry (same formula, charge and spin): 0.000 eV

Each line ends with the Mulliken charge.
CARTESIAN COORDINATES (ANGSTROEM)
C (1.296, 0.057, -0.323)  -1.5237
C (-0.096, 0.854, 1.523)  -1.1341
C (0.641, 1.300, 0.263)  0.9134
C (0.285, -1.033, -0.731)  1.7611
C (-1.181, -0.166, 1.223)  0.0807
C (1.672, 2.375, 0.593)  -1.8089
C (1.111, -2.288, -1.046)  -1.9345
C (-0.472, -0.613, -1.999)  -1.5576
C (-2.429, 0.464, 0.643)  -1.2039
N (-0.573, -1.342, 0.411)  -0.3811
I (-1.751, -1.060, 3.161)  0.1183
I (-1.930, -2.857, 0.098)  0.1263
H (1.891, 0.310, -1.202)  0.4806
H (1.972, -0.361, 0.427)  0.4166
H (0.637, 0.416, 2.204)  0.4722
H (-0.551, 1.711, 2.024)  0.4082
H (-0.068, 1.722, -0.455)  0.1601
H (2.229, 2.654, -0.299)  0.4180
H (2.378, 2.014, 1.338)  0.3486
H (1.183, 3.266, 0.983)  0.4277
H (0.490, -3.095, -1.428)  0.4960
H (1.615, -2.636, -0.147)  0.4208
H (1.860, -2.052, -1.798)  0.3765
H (-1.062, -1.445, -2.380)  0.4306
H (0.234, -0.317, -2.771)  0.3758
H (-1.144, 0.221, -1.819)  0.2613
H (-2.855, 1.162, 1.362)  0.4277
H (-3.186, -0.283, 0.408)  0.3330
H (-2.197, 1.019, -0.265)  0.2903

No. 5
Molecular formula: C40H45BN11O5Ti
Method: DFT, the ωB97M-V functional and the def2-TZVPD basis

## Properties
* expectation value of S²: 0.753
* LUMO energy (alpha / beta): -0.6677 / -0.8351 eV
* total charge: 0
* multiplicity: 2
* energy relative to the best compared isomer or geometry (same formula, charge and spin): 0.000 eV

Each line ends with the Mulliken charge.
CARTESIAN COORDINATES (ANGSTROEM)
Ti (-0.107, 0.247, -0.590)  0.2374
C (-4.315, 0.687, 1.264)  -2.1163
C (-3.057, 0.087, 1.381)  -0.3945
N (-2.120, 0.821, 0.804)  0.6238
N (-2.759, 1.940, 0.334)  -0.4126
C (-4.085, 1.857, 0.579)  0.0922
B (-1.893, 3.055, -0.238)  -0.1823
N (-1.565, 2.692, -1.732)  0.1866
C (-1.813, 3.348, -2.873)  -0.0181
C (-1.299, 2.607, -3.926)  -1.7612
C (-0.745, 1.482, -3.326)  -0.5929
N (-0.917, 1.540, -2.003)  0.8056
N (-0.539, 3.033, 0.564)  0.9518
C (0.035, 4.029, 1.248)  -0.1236
C (1.292, 3.620, 1.661)  -2.1142
C (1.409, 2.327, 1.175)  -0.5861
N (0.296, 1.969, 0.534)  0.9947
N (-2.461, 4.475, -0.194)  0.9912
C (-1.813, 5.584, -0.659)  -0.4329
C (-2.618, 6.669, -0.449)  -1.0585
C (-3.771, 6.125, 0.161)  -0.3749
N (-3.671, 4.817, 0.311)  -1.1647
H (-5.259, 0.315, 1.629)  0.4730
H (-2.798, -0.827, 1.890)  0.9106
H (-4.758, 2.635, 0.270)  0.5630
H (-2.355, 4.281, -2.876)  0.5483
H (-1.320, 2.855, -4.976)  0.4882
H (-0.230, 0.650, -3.777)  0.6289
H (-0.481, 4.959, 1.421)  0.5552
H (2.009, 4.184, 2.235)  0.5035
H (2.245, 1.649, 1.250)  0.5112
H (-0.826, 5.518, -1.098)  0.4478
H (-2.415, 7.702, -0.691)  0.4490
H (-4.665, 6.633, 0.495)  0.4511
O (6.458, 1.857, -2.839)  -0.5012
C (5.484, 2.878, -2.746)  -0.5830
C (4.164, 2.274, -2.375)  0.0820
C (3.021, 3.056, -2.333)  -1.3207
C (1.843, 2.475, -1.942)  -0.2072
N (1.722, 1.190, -1.592)  1.0684
C (2.812, 0.439, -1.626)  0.1097
C (4.043, 0.942, -2.025)  -0.5654
C (2.639, -0.942, -1.134)  0.6816
C (3.566, -1.922, -1.389)  -1.0183
C (3.370, -3.216, -0.931)  0.1428
C (4.359, -4.313, -1.214)  -1.1023
O (5.439, -4.303, -0.286)  -0.5162
C (2.241, -3.447, -0.186)  -1.1177
C (1.346, -2.415, 0.021)  -0.2185
N (1.516, -1.171, -0.441)  1.6269
H (7.309, 2.251, -3.050)  0.3124
H (5.377, 3.414, -3.693)  0.3414
H (5.753, 3.610, -1.980)  0.3215
H (3.051, 4.107, -2.593)  0.5211
H (0.941, 3.076, -1.901)  0.0619
H (4.920, 0.311, -2.031)  0.5329
H (4.441, -1.684, -1.980)  0.4679
H (4.811, -4.170, -2.192)  0.3970
H (3.846, -5.275, -1.205)  0.3708
H (5.089, -4.444, 0.600)  0.3415
H (2.027, -4.434, 0.207)  0.5330
H (0.442, -2.557, 0.598)  -0.0618
O (-3.142, -0.284, -1.716)  -0.4964
C (-2.389, -1.122, -2.132)  -0.2507
C (-2.805, -2.183, -3.136)  -0.8307
C (-1.545, -3.007, -3.349)  -0.8474
C (-0.463, -2.226, -2.625)  -0.2452
O (0.726, -2.449, -2.771)  -0.6175
N (-1.017, -1.232, -1.817)  1.3668
H (-3.134, -1.678, -4.044)  0.3339
H (-3.651, -2.738, -2.741)  0.3439
H (-1.263, -3.136, -4.392)  0.3917
H (-1.602, -3.999, -2.897)  0.2707
C (-1.238, -4.799, 0.777)  -1.3207
C (-2.278, -4.012, 1.610)  0.8921
C (-3.129, -3.164, 0.677)  -1.4624
C (-1.631, -3.268, 2.782)  0.6178
C (-1.772, -3.898, 4.021)  -1.1172
C (-1.182, -3.426, 5.174)  -1.3676
C (-0.411, -2.285, 5.081)  -0.9995
C (-0.227, -1.605, 3.882)  0.1132
C (0.646, -0.356, 3.929)  0.2392
C (-0.190, 0.908, 3.694)  -1.6090
C (1.834, -0.431, 2.964)  -1.1436
C (-0.847, -2.062, 2.672)  -0.2562
O (-0.670, -1.415, 1.521)  1.1885
H (-1.690, -5.716, 0.379)  0.4679
H (-0.376, -5.084, 1.385)  0.2997
H (-0.892, -4.205, -0.074)  0.0030
H (-2.942, -4.749, 2.063)  0.8361
H (-2.538, -2.366, 0.255)  -0.0693
H (-3.983, -2.728, 1.201)  0.3395
H (-3.521, -3.791, -0.136)  0.5167
H (-2.363, -4.811, 4.074)  0.3680
H (-1.309, -3.940, 6.120)  0.3685
H (0.081, -1.906, 5.975)  0.3554
H (1.053, -0.305, 4.941)  0.8072
H (-0.624, 0.894, 2.697)  0.2605
H (0.429, 1.810, 3.800)  0.2995
H (-1.000, 0.962, 4.425)  0.4539
H (1.487, -0.360, 1.942)  -0.2019
H (2.367, -1.378, 3.087)  0.4528
H (2.543, 0.385, 3.164)  0.4687